1.
CuH8O4 as an isolated structure. Source: the Open Molecules 2025 dataset; level of theory: the ωB97M-V functional and the def2-TZVPD basis.

Each line ends with the Mulliken charge.
Atoms and positions in Å:
Cu 20.36600 -15.28400 18.26000  0.302
O 19.27100 -16.54100 19.29900  -0.453
H 18.69000 -17.17900 18.87100  0.325
H 18.81100 -16.40400 20.08800  0.306
O 20.34500 -16.02700 16.55900  -0.463
H 19.68900 -15.72800 15.92600  0.328
H 21.05800 -16.09300 15.91800  0.321
O 19.73300 -13.53500 17.63400  -0.440
H 19.11200 -12.80200 17.59300  0.292
H 20.18300 -13.49800 16.80000  0.341
O 21.82200 -14.94900 19.22400  -0.639
H 21.50700 -14.27800 19.89300  0.423
H 22.49300 -14.45800 18.75300  0.358

Computed properties:
Kohn-Sham gap   8.5 eV
F_max   4.43 eV/Å
HOMO energy   -12.20 eV
Total charge   +1



2.
CuI as an isolated structure. Source: the Open Molecules 2025 dataset; level of theory: the ωB97M-V functional and the def2-TZVPD basis.

Each line ends with the Löwdin spin population.
Atoms and positions in Å:
Cu 0.09355 0.78213 -1.21601  0.890
I -0.09355 -0.78213 1.21601  1.110

Computed properties:
Kohn-Sham gap (alpha / beta)   7.2 / 5.9 eV
F_max   0.33 eV/Å
HOMO energy (alpha / beta)   -6.56 / -9.72 eV
2S+1   3



3.
CuI2 as an isolated structure. Source: the Open Molecules 2025 dataset; level of theory: the ωB97M-V functional and the def2-TZVPD basis.

Each line ends with the Löwdin spin population.
Atoms and positions in Å:
Cu 11.91990 -35.69238 -1.78746  0.049
I 14.19450 -37.11843 -1.94323  0.254
I 11.58482 -34.84461 -4.64271  0.697

Computed properties:
Kohn-Sham gap (alpha / beta)   7.9 / 5.0 eV
F_max   1.64 eV/Å
HOMO energy (alpha / beta)   -9.32 / -8.96 eV
2S+1   2



4.
A 2-piece molecular cluster, F2H2O2Si overall. Source: the Open Molecules 2025 dataset; level of theory: the ωB97M-V functional and the def2-TZVPD basis.

Each line ends with the Mulliken charge.
Atoms and positions in Å:
O 1.87184 -0.40931 -0.38405  -0.432
O -0.66579 0.59165 -0.24093  -0.507
F -2.18479 1.86139 1.18312  -0.475
F -0.12742 -2.02539 -0.88010  -0.205
Si 0.28078 -0.59042 -0.37232  0.790
H 2.67168 -0.57059 0.11290  0.382
H -1.84631 1.14267 0.58138  0.446

Computed properties:
Kohn-Sham gap   10.8 eV
F_max   2.17 eV/Å
HOMO energy   -11.95 eV
SMILES   O=[Si](O)F.F



5.
A 2-piece molecular cluster, F2HN6 overall. Source: the Open Molecules 2025 dataset; level of theory: the ωB97M-V functional and the def2-TZVPD basis.

Each line ends with the Löwdin spin population.
Atoms and positions in Å:
N 1.40344 1.16985 0.13385  0.004
N 0.20840 1.36652 0.24401  0.031
N 0.52592 -0.76247 -0.18392  0.034
N 1.60910 -0.05416 -0.23442  0.029
N -0.35711 0.16210 0.03210  0.054
N -1.59393 -0.09280 0.44456  0.858
F -1.70829 -1.78281 0.07208  0.809
F -2.56412 0.41609 -0.27694  0.178
H 2.47659 -0.42232 -0.23131  0.002

Computed properties:
Kohn-Sham gap (alpha / beta)   8.7 / 8.5 eV
F_max   4.52 eV/Å
HOMO energy (alpha / beta)   -15.78 / -18.08 eV
2S+1   3
Total charge   +1



6.
One molecule with the formula F2HNOS. Source: the Open Molecules 2025 dataset; level of theory: the ωB97M-V functional and the def2-TZVPD basis.

Each line ends with the Mulliken charge.
Atoms and positions in Å:
N 0.82734 -0.37769 0.89469  -0.409
O -0.93834 -1.18166 -1.49480  -0.343
F 0.41834 1.74359 -0.60159  -0.280
F -1.39165 0.80170 0.72259  -0.153
S -0.16576 0.16591 -0.08815  0.880
H 1.25007 -1.15185 0.56725  0.306

Computed properties:
Kohn-Sham gap (alpha / beta)   8.9 / 9.2 eV
F_max   5.38 eV/Å
HOMO energy (alpha / beta)   -11.73 / -11.71 eV
SMILES   N=S(=O)(F)F



7.
One molecule with the formula F2HNS. Source: the Open Molecules 2025 dataset; level of theory: the ωB97M-V functional and the def2-TZVPD basis.

Each line ends with the Mulliken charge.
Atoms and positions in Å:
N -0.41217 -0.06193 -0.57729  -0.156
F -1.76517 -0.27404 0.20576  -0.294
F 1.51922 0.58864 1.05252  -0.247
S 0.66057 0.97419 -0.27284  0.341
H -0.00245 -1.22687 -0.40816  0.355

Computed properties:
Kohn-Sham gap   10.4 eV
F_max   7.11 eV/Å
HOMO energy   -10.38 eV
SMILES   FNSF



8.
F2N2O7RbS2 as an isolated structure. Source: the Open Molecules 2025 dataset; level of theory: the ωB97M-V functional and the def2-TZVPD basis.

Each line ends with the Mulliken charge.
Atoms and positions in Å:
Rb -2.06343 5.03263 1.19398  0.981
N 1.46000 -1.62544 0.35710  -0.218
S 0.67634 -2.69443 1.07909  1.055
O -0.75458 -2.47241 1.35566  -0.582
O 1.50641 -3.70231 1.77708  -0.600
F 0.51304 -3.47780 -0.34029  -0.346
S 1.48573 -0.66030 1.77491  1.054
O 2.11929 -1.18081 2.99992  -0.550
O 0.25193 0.07706 1.88689  -0.562
F 2.45380 0.39685 1.08961  -0.250
N -1.90720 2.60521 -3.30334  1.033
O -0.84289 2.94676 -2.83588  -0.677
O -1.92345 1.82141 -4.24913  -0.636
O -2.97498 2.93359 -2.78560  -0.702

Computed properties:
Kohn-Sham gap   4.4 eV
F_max   9.63 eV/Å
HOMO energy   -4.68 eV
Total charge   -1



9.
A 2-piece molecular cluster, F2O4S2 overall. Source: the Open Molecules 2025 dataset; level of theory: the ωB97M-V functional and the def2-TZVPD basis.

Each line ends with the Mulliken charge.
Atoms and positions in Å:
O -1.36015 -1.51233 1.54551  -0.473
O 0.81317 -0.43019 1.01331  -0.409
O 1.52194 -0.76348 -1.86483  -0.362
O 0.71266 1.47295 -1.19508  -0.383
F -1.20247 0.12225 -0.31215  -0.193
F -1.12215 0.90942 2.00441  -0.224
S -0.59119 -0.40080 1.10776  1.300
S 1.22820 0.60218 -2.29893  0.744

Computed properties:
Kohn-Sham gap   10.4 eV
F_max   4.36 eV/Å
HOMO energy   -12.17 eV



10.
F2Tl as an isolated structure. Source: the Open Molecules 2025 dataset; level of theory: the ωB97M-V functional and the def2-TZVPD basis.

Each line ends with the Mulliken charge.
Atoms and positions in Å:
Tl 27.36984 -3.00977 8.23664  1.336
F 26.46793 -4.90329 10.27731  -0.173
F 26.49831 -0.22936 7.62807  -0.163

Computed properties:
Kohn-Sham gap   4.1 eV
F_max   2.12 eV/Å
HOMO energy   -17.60 eV
Total charge   +1



Number 1: DFT total energy -1945.96586 a.u., M 135.6 u. Number 2: DFT total energy -1938.06587 a.u., M 190.4 u. Number 3: DFT total energy -2235.84814 a.u., M 317.4 u. Number 4: DFT total energy -641.02054 a.u., M 100.1 u. Number 5: DFT total energy -528.15529 a.u., M 123.0 u. Number 6: DFT total energy -728.28492 a.u., M 101.1 u. Number 7: DFT total energy -653.13920 a.u., M 85.1 u. Number 8: DFT total energy -1656.24628 a.u., M 327.6 u. Number 9: DFT total energy -1297.02633 a.u., M 166.1 u. Number 10: DFT total energy -371.56230 a.u., M 242.4 u.